{
  "formula": "C80H208N16O24",
  "method": "ωB97M-V/def2-TZVPD",
  "multiplicity": 1,
  "gap_ev": 8.721,
  "e_lumo_ev": 0.50,
  "de_lowest_kcal_mol": 97.2,
  "energy_ha": -5853.9557,
  "symbols": ["C", "H", "H", "H", "H", "H", "H", "H", "C", "C", "H", "H", "C", "H", "O", "O", "H", "C", "H", "C", "H", "H", "H", "C", "C", "C", "C", "H", "H", "H", "H", "H", "H", "C", "H", "H", "H", "H", "H", "H", "H", "H", "H", "C", "H", "N", "H", "C", "C", "H", "H", "H", "O", "C", "H", "C", "H", "H", "O", "C", "N", "H", "H", "H", "N", "O", "H", "H", "H", "H", "C", "H", "H", "C", "H", "O", "H", "C", "H", "C", "O", "H", "H", "O", "H", "H", "H", "H", "H", "H", "C", "H", "H", "H", "H", "H", "H", "H", "H", "H", "H", "H", "H", "C", "H", "H", "H", "H", "O", "H", "N", "C", "C", "N", "N", "H", "H", "C", "H", "C", "H", "N", "H", "H", "H", "H", "H", "H", "H", "C", "H", "H", "C", "C", "C", "O", "C", "N", "C", "C", "H", "H", "H", "C", "N", "H", "H", "H", "C", "H", "H", "O", "C", "H", "H", "C", "C", "H", "C", "O", "H", "H", "H", "H", "C", "C", "H", "C", "H", "N", "H", "H", "H", "O", "C", "H", "H", "H", "H", "H", "H", "H", "H", "H", "H", "H", "O", "C", "H", "H", "H", "C", "H", "H", "C", "N", "H", "C", "C", "H", "C", "H", "O", "H", "H", "C", "N", "O", "C", "O", "C", "C", "H", "H", "C", "H", "H", "O", "C", "H", "H", "O", "H", "C", "N", "H", "C", "H", "C", "H", "H", "H", "H", "H", "H", "C", "H", "C", "C", "C", "H", "H", "H", "H", "H", "C", "C", "C", "H", "H", "C", "H", "N", "C", "H", "O", "O", "H", "H", "H", "C", "C", "H", "H", "H", "H", "H", "H", "N", "H", "H", "H", "H", "H", "H", "H", "H", "O", "H", "H", "C", "C", "H", "H", "H", "H", "H", "H", "H", "H", "H", "H", "H", "H", "C", "H", "C", "H", "C", "H", "H", "H", "H", "H", "H", "H", "N", "H", "C", "H", "O", "H", "H", "C", "H", "H", "H", "H", "H", "H", "C", "C", "H", "O", "H", "H", "H", "C"],
  "positions_angstrom": [[-6.413, 20.833, 25.426], [-5.513, 25.280, 30.655], [-0.101, 19.776, 37.366], [-1.464, 14.246, 39.819], [-0.493, 19.289, 26.970], [3.252, 6.008, 32.696], [1.426, 19.090, 42.791], [-0.756, 12.425, 33.949], [-1.882, 23.737, 33.637], [1.039, 16.182, 27.895], [-2.433, 16.269, 40.568], [-0.593, 17.796, 42.610], [5.438, 18.385, 32.700], [-3.749, 18.999, 36.105], [3.978, 16.132, 28.345], [-8.336, 21.949, 24.382], [-3.331, 13.289, 38.049], [-1.028, 19.644, 27.851], [7.762, 22.696, 28.936], [-0.699, 12.176, 37.939], [-2.054, 15.350, 37.975], [-6.840, 21.097, 26.393], [-5.707, 22.221, 35.898], [-0.174, 18.378, 33.402], [-4.075, 24.526, 32.847], [-3.465, 13.712, 32.586], [-3.909, 19.323, 35.076], [0.313, 17.977, 38.837], [1.853, 23.192, 32.780], [3.995, 20.779, 29.967], [1.159, 20.743, 32.776], [-0.082, 16.150, 38.660], [-4.962, 16.127, 27.118], [-1.960, 20.734, 38.860], [3.460, 13.060, 34.130], [1.516, 17.938, 26.144], [-3.595, 13.588, 30.506], [0.387, 21.060, 38.249], [3.461, 18.323, 40.338], [-2.922, 20.535, 42.645], [3.779, 18.039, 29.046], [-5.170, 25.799, 34.299], [4.805, 12.368, 33.372], [-5.298, 25.258, 33.361], [-2.599, 19.847, 25.930], [2.330, 17.897, 26.740], [-2.244, 19.712, 31.366], [-4.444, 17.003, 29.645], [-2.847, 12.856, 37.174], [-8.348, 23.153, 22.541], [-3.153, 11.821, 37.024], [5.854, 16.727, 29.163], [-2.082, 13.311, 32.579], [1.771, 21.115, 35.664], [0.676, 14.279, 34.897], [3.802, 19.327, 40.086], [2.555, 20.859, 29.147], [4.927, 29.414, 37.026], [-4.825, 18.521, 34.338], [1.899, 8.359, 34.628], [2.784, 12.577, 40.269], [4.856, 15.927, 35.045], [3.951, 20.581, 28.176], [6.922, 24.616, 35.870], [6.016, 25.507, 34.160], [6.521, 19.133, 33.235], [-1.192, 18.022, 33.242], [1.614, 17.819, 41.592], [1.272, 13.146, 32.718], [2.554, 10.869, 38.876], [5.484, 16.431, 34.312], [-9.619, 22.000, 22.904], [-0.618, 22.883, 32.015], [1.771, 9.893, 34.315], [5.127, 10.624, 38.628], [-0.998, 19.685, 42.477], [1.366, 12.374, 28.416], [4.669, 17.574, 33.777], [-6.421, 22.743, 24.669], [4.708, 11.501, 39.122], [-5.531, 16.190, 29.105], [5.579, 22.734, 27.923], [-4.756, 16.236, 37.570], [-1.698, 17.299, 38.537], [-4.825, 15.664, 42.229], [-3.437, 17.427, 33.150], [5.837, 15.825, 33.477], [1.506, 24.772, 32.398], [4.436, 18.326, 34.531], [-4.081, 17.540, 38.383], [1.121, 18.769, 41.795], [3.222, 10.454, 40.369], [-2.310, 16.850, 29.637], [-4.899, 14.507, 31.066], [4.143, 23.654, 34.769], [5.826, 17.795, 31.870], [-5.220, 20.915, 36.997], [2.532, 22.428, 27.432], [-2.934, 14.424, 44.211], [4.777, 19.121, 32.243], [6.765, 26.409, 37.348], [-1.365, 23.311, 34.497], [1.823, 5.799, 33.633], [-3.515, 16.346, 40.681], [1.410, 17.840, 34.704], [2.761, 20.760, 32.149], [6.318, 23.506, 33.555], [4.310, 13.864, 32.717], [5.442, 27.555, 36.318], [5.628, 24.539, 32.304], [3.463, 17.005, 33.266], [1.951, 13.008, 31.876], [5.623, 24.326, 33.373], [-4.966, 20.997, 25.567], [-3.268, 23.945, 34.001], [1.482, 24.420, 34.129], [0.988, 11.377, 30.776], [2.772, 6.335, 33.618], [3.524, 23.063, 30.004], [3.002, 18.840, 37.836], [-0.812, 18.210, 40.985], [-4.505, 21.206, 33.762], [3.290, 23.856, 27.406], [1.549, 15.610, 27.119], [6.365, 16.714, 34.889], [1.796, 10.958, 32.658], [-6.403, 20.586, 35.678], [1.076, 15.706, 43.003], [7.501, 19.647, 31.445], [-3.963, 16.461, 38.284], [2.741, 21.183, 39.938], [-4.457, 20.740, 24.734], [2.846, 13.741, 42.481], [2.502, 14.812, 36.882], [-2.940, 20.388, 26.812], [-5.876, 26.180, 32.409], [-6.888, 21.809, 24.359], [1.254, 10.166, 32.973], [-3.168, 16.193, 29.782], [7.336, 22.835, 29.930], [4.229, 22.734, 33.299], [0.924, 11.755, 35.228], [1.435, 10.466, 36.299], [5.256, 23.061, 28.911], [0.045, 13.243, 30.461], [1.855, 20.093, 35.296], [2.940, 16.508, 33.973], [-6.798, 19.852, 25.145], [6.138, 25.317, 35.584], [-2.583, 21.417, 26.776], [-0.037, 18.573, 31.320], [-2.405, 19.687, 27.940], [0.796, 15.243, 35.391], [0.940, 11.759, 40.084], [4.804, 19.489, 40.484], [3.224, 11.264, 39.640], [4.239, 23.752, 33.688], [0.072, 15.463, 36.176], [-2.478, 16.344, 37.833], [3.979, 19.397, 38.616], [-0.883, 13.378, 41.199], [6.013, 28.523, 38.084], [2.873, 17.735, 32.893], [-2.640, 15.842, 45.143], [0.954, 10.672, 35.342], [2.762, 20.378, 40.673], [-3.005, 15.400, 29.052], [-1.803, 12.708, 33.841], [-9.579, 23.535, 23.742], [1.410, 19.849, 40.818], [-3.538, 21.304, 33.487], [-4.310, 17.827, 28.944], [-3.678, 14.446, 33.364], [4.655, 12.600, 38.216], [-3.253, 15.460, 44.327], [2.875, 17.868, 38.312], [0.868, 15.626, 28.817], [-6.949, 26.392, 30.690], [-1.880, 11.801, 39.647], [-2.223, 23.241, 31.522], [-6.007, 24.491, 33.672], [-2.883, 19.245, 34.715], [0.913, 7.942, 34.831], [-4.045, 16.478, 34.579], [-0.235, 21.282, 35.158], [5.472, 26.301, 33.853], [-3.005, 16.135, 43.087], [3.403, 12.681, 41.560], [-0.050, 17.294, 37.314], [5.817, 15.153, 28.411], [3.108, 14.697, 42.028], [0.833, 14.697, 43.337], [-0.037, 10.234, 35.458], [-0.253, 14.628, 43.264], [-3.834, 14.355, 31.243], [0.456, 22.994, 36.183], [2.709, 10.434, 34.437], [-1.653, 22.823, 32.352], [3.190, 17.126, 28.952], [3.101, 20.863, 41.588], [1.985, 24.194, 33.189], [-0.617, 13.190, 31.222], [-1.545, 21.229, 37.603], [0.770, 17.136, 31.861], [2.059, 19.375, 37.949], [-5.333, 15.454, 27.890], [0.021, 11.342, 40.132], [1.805, 18.963, 32.145], [-4.267, 17.238, 33.830], [-2.070, 21.471, 32.526], [-4.285, 20.821, 35.163], [7.023, 20.074, 32.326], [-3.440, 21.398, 35.541], [5.732, 11.920, 36.726], [1.962, 12.541, 29.313], [-5.057, 16.856, 33.184], [-4.903, 20.377, 27.618], [2.546, 7.718, 33.550], [0.282, 16.160, 34.269], [5.743, 13.679, 36.852], [-4.144, 12.867, 32.698], [2.143, 15.501, 35.698], [3.351, 13.772, 43.447], [3.596, 21.161, 29.028], [-4.275, 15.810, 39.622], [-1.468, 20.910, 30.448], [-0.714, 13.519, 40.131], [7.353, 27.044, 35.794], [1.767, 20.357, 31.958], [-6.474, 21.508, 23.396], [-4.607, 19.108, 26.508], [-2.067, 15.218, 31.117], [3.270, 11.757, 42.122], [4.465, 12.910, 41.463], [-0.409, 12.945, 29.610], [3.909, 12.945, 33.143], [0.857, 20.624, 41.157], [-2.451, 19.593, 42.362], [5.782, 12.754, 37.427], [-0.275, 17.184, 38.374], [2.907, 11.997, 29.314], [2.336, 13.992, 31.610], [-3.580, 14.547, 41.806], [-0.878, 11.201, 37.487], [3.254, 18.778, 36.777], [-0.871, 12.170, 39.465], [-0.190, 20.862, 37.345], [-3.761, 15.605, 41.998], [7.854, 20.643, 32.743], [2.033, 15.299, 37.737], [0.612, 18.187, 32.106], [5.432, 11.744, 39.899], [2.848, 23.186, 28.020], [5.756, 28.706, 37.041], [3.203, 13.270, 39.665], [3.022, 12.194, 32.354], [1.408, 13.644, 42.621], [6.602, 29.230, 36.595], [-4.828, 20.409, 33.233], [5.031, 15.504, 29.944], [-8.949, 22.736, 23.349], [1.220, 12.437, 30.677], [-1.920, 13.310, 34.742], [2.390, 21.181, 36.559], [3.572, 14.955, 37.028], [-3.191, 21.127, 30.856], [2.390, 8.105, 35.567], [2.837, 16.873, 29.951], [-3.011, 15.570, 31.059], [0.880, 15.832, 33.419], [2.228, 13.760, 36.960], [-6.926, 24.738, 31.507], [5.388, 24.138, 29.010], [-2.381, 11.815, 34.077], [-0.771, 15.902, 34.164], [3.331, 6.046, 34.508], [5.146, 25.113, 35.989], [-1.417, 13.127, 37.175], [-0.372, 23.476, 36.501], [-3.181, 13.349, 36.261], [-0.354, 18.587, 41.899], [5.202, 15.883, 28.936], [-6.305, 15.008, 27.676], [-4.637, 14.639, 28.089], [-3.693, 23.036, 34.118], [7.833, 22.306, 30.743], [-2.855, 18.739, 42.905], [0.375, 12.292, 37.798], [1.653, 9.396, 32.455], [0.292, 13.936, 40.095], [-3.437, 25.057, 32.142], [2.247, 13.572, 29.104], [-1.400, 21.096, 39.723], [-3.760, 17.407, 40.721], [-5.519, 21.150, 35.976], [-0.606, 18.998, 28.622], [6.500, 26.599, 36.307], [7.311, 23.862, 30.294], [-4.455, 20.179, 26.644], [1.343, 18.296, 28.479], [-4.446, 23.735, 32.195], [1.151, 23.241, 36.873], [-1.987, 19.645, 38.884], [-4.278, 15.499, 44.697], [-5.252, 15.732, 39.869], [-0.162, 11.340, 41.126], [0.451, 17.619, 34.478], [-2.983, 21.065, 39.041], [-6.374, 25.634, 31.222], [6.251, 20.778, 32.016], [5.988, 22.433, 29.953], [-0.129, 19.429, 33.688], [1.070, 14.581, 44.394], [1.906, 17.454, 28.075], [-1.461, 24.742, 33.599], [2.767, 17.061, 26.381], [2.248, 21.789, 34.952], [-0.648, 20.641, 28.075], [-2.418, 16.639, 36.785], [0.041, 16.366, 27.498], [3.784, 22.699, 29.010], [-2.222, 20.793, 31.226], [1.326, 20.684, 31.016], [3.339, 24.629, 33.147], [-4.812, 17.460, 30.563], [6.721, 12.572, 37.948], [-2.629, 19.480, 41.293], [0.333, 21.549, 36.049]],
  "forces_ev_per_a": [[-0.4, 0.5, -0.4], [-0.1, 0.1, -0.7], [-0.2, -0.4, -0.9], [0.1, 0.3, -0.2], [-0.8, 0.0, -0.8], [0.3, 0.3, 0.2], [0.4, -0.1, 0.4], [0.1, -0.1, -0.8], [0.0, -0.9, -0.3], [0.0, 0.5, 0.3], [0.0, 0.0, -0.7], [0.5, -0.8, 0.1], [-0.2, 0.4, -0.3], [-0.5, -0.7, 0.4], [-0.7, 0.0, -1.2], [1.6, 0.2, -0.2], [0.0, -0.1, 0.1], [1.6, 0.4, 1.4], [0.4, 0.1, 0.2], [1.1, -0.6, 0.2], [-0.1, -0.2, -0.1], [-0.2, 0.0, -0.1], [-0.1, 0.0, 0.0], [1.7, -0.7, 0.1], [0.7, -0.7, 0.6], [-0.7, 0.6, -1.1], [0.9, 0.1, 1.6], [-0.5, -0.2, 0.8], [0.2, -0.5, 0.7], [0.6, -0.3, -0.2], [-0.3, 0.6, -0.1], [1.0, 0.1, 0.3], [-0.1, -0.2, -0.4], [-0.9, -0.1, 0.0], [-0.2, 0.8, 0.2], [-0.4, 0.4, 0.0], [0.3, -0.2, -0.6], [0.6, 1.0, 0.0], [0.0, -0.2, 0.0], [0.4, -0.1, 0.4], [0.1, 0.3, 0.0], [0.6, 0.4, -0.3], [0.0, -0.5, -0.4], [-0.5, 0.5, -0.4], [0.9, 0.3, -0.4], [0.4, -0.2, 0.1], [-0.2, 0.0, 0.5], [-0.7, -1.0, -2.0], [0.7, 0.9, -0.7], [0.7, -0.2, 0.3], [0.6, -0.4, 0.4], [-0.2, 0.8, -0.6], [-1.2, 0.0, 1.3], [0.1, -0.3, 0.9], [-0.1, -0.6, 0.8], [-0.9, 0.9, -1.2], [-0.4, 0.5, -0.3], [-0.2, -0.3, -0.1], [0.9, -1.1, 0.0], [-0.3, 0.5, 0.0], [-0.1, -1.8, -0.9], [0.0, -0.7, -0.3], [0.4, 0.4, -0.1], [-0.3, -0.4, -0.3], [0.8, -0.7, -1.5], [0.2, -0.4, 0.7], [-0.1, 0.2, 0.3], [0.0, 0.1, -0.4], [-0.5, 0.1, 0.1], [0.0, 0.7, -0.4], [0.6, 0.3, 0.9], [-0.3, 0.3, -0.5], [0.4, -0.2, 0.2], [-0.1, 0.9, 0.6], [-0.2, -0.3, -0.3], [-1.1, 1.5, -0.1], [-0.3, -0.9, 0.3], [1.2, 0.9, -0.2], [-0.1, 0.4, -0.4], [-1.1, -0.3, -0.5], [-0.3, 0.2, 0.7], [0.6, 0.0, -0.2], [0.5, -0.8, -0.3], [0.1, 1.2, 0.9], [-0.4, 0.1, 0.3], [0.3, 0.0, 0.3], [-0.3, -0.4, 0.1], [-0.2, 0.4, 0.2], [0.3, 0.1, 0.6], [0.0, 0.5, 0.2], [0.5, 1.4, 0.1], [0.1, 0.3, 0.4], [0.0, 0.3, 0.1], [0.0, 0.4, 0.6], [-0.3, 0.0, 0.3], [-0.1, -0.6, -0.1], [-0.6, 0.0, 0.4], [0.1, 0.0, 0.0], [-0.3, -0.3, 0.0], [-0.6, 0.0, -0.1], [0.2, -0.3, 0.1], [0.0, -0.4, -0.1], [-0.3, -0.1, 0.2], [0.8, 0.7, 1.7], [0.0, 0.2, -0.4], [0.1, -0.2, -0.5], [0.4, 0.1, 0.0], [-0.7, 0.3, -0.2], [-0.5, -0.7, -0.3], [0.2, 0.2, 0.0], [-0.6, -0.2, -1.2], [0.5, 0.2, 0.0], [-0.1, -0.2, 0.9], [-0.2, -0.4, 0.6], [-1.2, 0.4, -1.5], [0.1, -0.6, 0.1], [0.0, -0.1, 0.6], [-0.8, -0.1, 0.1], [-0.5, 0.1, 0.2], [-1.4, -0.9, 1.0], [-0.1, 0.6, -0.6], [0.5, 0.9, 0.1], [-0.1, 0.3, -0.1], [0.0, -0.6, 0.4], [0.1, 0.4, -0.2], [-0.1, -0.2, 0.0], [0.1, 0.0, 0.0], [0.5, 0.0, -0.2], [-0.4, -0.5, -0.4], [0.0, 0.4, 1.8], [-0.2, 0.1, -0.1], [-0.2, 0.0, -0.4], [-1.1, 1.1, -0.6], [0.5, 0.8, 0.8], [-0.3, -1.3, -0.8], [0.4, 0.5, 1.5], [-0.7, 0.9, 0.9], [0.1, -1.2, 0.4], [0.7, 0.4, 0.1], [-0.7, 0.4, 1.1], [-0.5, -0.2, -0.5], [0.0, -0.1, -0.4], [0.1, 0.3, 0.4], [-0.3, -0.2, -0.3], [-0.6, 0.6, 0.3], [-0.2, -0.1, 0.0], [0.3, -0.2, 0.2], [0.4, -0.5, 0.2], [-1.2, 1.6, 0.3], [-0.3, 0.2, 0.1], [0.0, 0.1, -0.6], [-1.2, -0.3, -0.9], [-1.2, 1.5, -1.4], [0.3, 0.2, 0.0], [-0.1, 0.1, -0.1], [1.9, 1.1, 0.3], [1.8, 0.0, 0.6], [0.5, -0.8, 0.8], [-0.4, 0.1, 0.0], [1.8, 1.7, 2.1], [-0.1, -0.1, 0.1], [0.0, -0.3, 0.2], [0.0, 0.0, -0.1], [0.2, 0.5, -0.4], [-0.1, -1.6, 1.0], [0.8, -1.0, -0.8], [-0.6, 0.2, -0.9], [0.9, -0.3, 0.7], [0.3, 0.0, 0.4], [-0.3, -0.5, -0.2], [-0.1, 0.1, -1.0], [0.3, 0.1, -0.2], [0.3, -0.1, 0.4], [-1.0, 0.4, 1.1], [0.6, -0.4, -0.4], [-0.7, -0.8, -0.8], [0.3, -0.3, 0.0], [0.0, -0.2, 0.1], [-0.3, 0.1, 0.2], [-0.2, 0.2, -0.1], [-0.5, -0.3, -0.4], [0.1, 0.1, -0.8], [-0.6, -0.1, -0.6], [0.2, 0.3, 0.4], [-0.8, 0.2, 0.3], [-0.1, 0.1, 0.6], [-0.2, 0.0, 0.2], [-0.2, -0.1, 1.5], [0.1, -0.1, -0.4], [-0.5, 0.0, -0.4], [-0.3, 0.5, -0.1], [-0.5, -0.1, 0.7], [-0.3, 0.3, -0.3], [0.0, -0.2, -0.2], [1.2, -0.1, 0.1], [-0.5, 0.6, -0.1], [0.9, -0.7, -0.3], [-0.1, 1.4, 0.4], [-1.1, 1.1, -0.6], [0.5, -0.3, 0.4], [0.0, 1.1, -1.3], [-0.2, -0.2, 0.1], [0.5, 0.1, 0.0], [0.7, 0.2, 0.2], [-0.2, 0.0, -0.2], [0.2, 0.6, 1.5], [1.8, -2.8, 0.2], [0.9, -1.2, -0.7], [-1.1, 1.8, -0.3], [1.5, -0.5, -1.3], [-1.5, -1.3, -1.8], [0.4, 0.3, -0.1], [0.2, -0.2, 0.2], [0.3, 0.0, -0.7], [1.1, 0.9, 0.6], [-0.1, -0.1, 0.1], [-0.5, 0.5, -0.1], [0.3, 0.7, -0.5], [1.6, 0.6, 0.4], [0.1, 0.1, 0.4], [0.2, -0.4, 0.3], [-0.4, -0.5, 0.2], [0.0, -0.5, 0.3], [-0.1, -0.1, 1.4], [0.8, -1.3, -2.5], [0.4, 0.8, 0.4], [-1.1, 1.1, 0.1], [0.4, 0.2, 0.0], [-1.0, -0.1, 1.3], [-0.3, 0.0, -0.4], [-0.1, -0.3, -0.2], [0.4, 0.2, 0.2], [0.2, -0.4, -0.3], [0.3, -0.2, 0.3], [-0.2, 0.0, 0.0], [0.7, -0.7, 1.1], [-0.4, 0.1, -0.2], [1.4, 0.2, -0.9], [0.3, -1.3, -1.0], [-1.3, -0.9, -1.3], [-0.2, -0.4, -0.2], [0.0, 0.2, -0.1], [0.4, -0.3, 0.2], [-0.3, -0.4, 0.4], [0.4, 0.0, 0.2], [-2.0, 1.7, -0.5], [-0.3, -0.3, -0.3], [-0.8, 0.3, 0.0], [-0.2, 0.0, 0.7], [-0.3, 0.1, 0.2], [-1.3, 1.9, -0.3], [-0.2, 0.0, 0.5], [0.4, 0.9, -0.5], [0.3, 0.6, -0.1], [-0.2, 0.4, -0.2], [0.5, 0.5, -1.3], [1.3, -0.3, -0.7], [0.3, 0.1, -0.1], [-0.4, -0.2, 0.1], [-0.1, -0.5, 0.3], [-0.7, -1.2, 0.0], [0.3, -0.3, -2.0], [-0.4, 0.9, -0.4], [0.2, -0.1, 0.1], [0.0, -0.3, -0.2], [0.0, -0.1, -0.4], [0.7, 0.6, 0.2], [0.1, -0.4, 0.3], [-0.6, -0.9, 1.4], [-0.4, -0.1, -0.7], [0.0, -0.2, -0.6], [-0.7, -0.1, -0.5], [0.0, 0.3, -0.2], [-0.3, -0.2, -0.6], [-0.1, 0.1, -0.4], [0.3, 0.0, 0.0], [0.0, -1.0, 0.5], [-0.9, -0.5, 0.6], [-0.5, -0.3, 0.0], [-0.4, 0.3, 0.3], [-1.1, -1.8, 0.8], [0.7, -0.4, 1.8], [0.1, 0.3, -0.3], [0.2, -0.1, -0.4], [-0.2, 0.0, 0.4], [0.2, -0.4, -0.4], [0.1, 0.0, 0.1], [0.2, 0.7, -0.5], [-0.2, -0.2, -0.8], [0.1, -0.1, -0.5], [0.1, 0.8, 0.5], [0.2, 0.4, 0.5], [0.6, 0.2, -0.1], [0.3, 0.5, 0.8], [0.8, -0.2, 0.5], [-0.5, -0.1, 0.4], [0.2, 0.8, -0.2], [0.6, 0.5, -0.6], [1.0, 0.2, 1.5], [0.2, -0.2, 0.7], [-0.1, -0.5, 0.1], [0.4, -0.2, 0.1], [0.3, -0.2, -0.1], [-0.3, 0.1, -0.5], [-0.1, 0.3, -0.4], [-0.3, -0.1, 0.1], [-1.4, -1.6, 1.0], [-0.1, 0.1, -0.3], [0.9, -0.9, 0.7], [-0.2, 0.1, -0.2], [-0.9, -0.6, -0.6], [-0.5, 0.1, -0.2], [0.2, 0.3, 0.3], [0.5, -1.0, -0.2], [0.4, -0.1, -0.9], [0.8, 0.0, -0.4], [-0.5, 0.1, -0.2], [0.4, 0.3, -0.2], [-0.1, -0.3, -0.5], [-0.1, 0.5, -0.1], [-0.4, -2.0, 0.9], [-0.8, 0.2, 1.1], [0.2, -0.1, -0.2], [-1.4, 0.1, -0.4], [0.1, -0.5, 0.2], [0.2, 0.6, 0.4], [-0.4, -0.3, -0.1], [1.3, -0.2, 0.4]],
  "lowdin_charge": [-0.217, 0.075, 0.097, 0.055, 0.086, 0.090, 0.120, 0.058, -0.182, -0.058, 0.105, 0.115, -0.173, 0.108, -0.178, -0.192, 0.080, -0.157, 0.095, -0.198, 0.086, 0.125, 0.073, -0.184, -0.195, -0.197, -0.200, 0.066, 0.065, 0.058, 0.063, 0.077, 0.084, -0.112, 0.085, 0.055, 0.113, 0.107, 0.095, 0.090, 0.110, 0.119, 0.089, -0.201, 0.115, 0.032, 0.075, -0.150, -0.077, 0.082, 0.096, 0.081, -0.197, -0.053, 0.104, -0.120, 0.053, 0.088, -0.184, -0.174, -0.051, 0.060, 0.084, 0.129, -0.050, -0.173, 0.100, 0.105, 0.110, 0.096, -0.051, 0.079, 0.102, -0.398, 0.116, -0.185, 0.074, -0.431, 0.118, -0.185, -0.228, 0.127, 0.113, -0.246, 0.117, 0.055, 0.081, 0.085, 0.129, 0.098, -0.190, 0.112, 0.111, 0.123, 0.110, 0.120, 0.068, 0.061, 0.080, 0.103, 0.118, 0.079, 0.084, -0.253, 0.084, 0.084, 0.110, 0.079, -0.186, 0.111, 0.079, -0.183, -0.183, -0.063, -0.038, 0.078, 0.122, -0.108, 0.125, -0.144, 0.105, 0.043, 0.066, 0.076, 0.080, 0.013, 0.082, 0.075, 0.088, -0.131, 0.109, 0.114, -0.194, -0.091, -0.199, -0.204, -0.210, 0.069, -0.223, -0.098, 0.109, 0.060, 0.067, -0.211, 0.053, 0.059, 0.037, 0.120, -0.214, 0.131, 0.101, -0.183, -0.222, 0.018, 0.114, -0.130, -0.276, 0.101, -0.197, -0.200, 0.070, 0.083, 0.027, 0.084, -0.079, -0.180, 0.106, -0.101, 0.078, -0.056, 0.017, 0.096, 0.103, -0.231, -0.102, 0.081, 0.057, 0.091, 0.137, 0.102, 0.113, 0.109, 0.121, 0.066, 0.115, 0.114, -0.205, -0.229, 0.066, 0.092, 0.113, -0.116, 0.079, 0.074, -0.178, 0.037, 0.121, -0.181, -0.174, 0.105, -0.091, 0.037, -0.178, 0.114, 0.054, -0.094, 0.047, -0.235, -0.057, -0.239, -0.403, -0.132, 0.128, 0.086, -0.046, 0.079, 0.121, -0.202, -0.185, 0.084, 0.125, -0.187, 0.123, -0.067, -0.058, 0.070, -0.046, 0.121, -0.083, 0.119, 0.112, 0.088, 0.127, 0.117, 0.077, -0.096, 0.096, -0.052, -0.114, -0.075, 0.078, 0.124, 0.117, 0.111, 0.083, -0.460, -0.177, -0.210, 0.086, 0.074, -0.184, 0.110, 0.047, -0.138, 0.093, -0.213, -0.194, 0.084, 0.071, 0.077, -0.106, -0.415, 0.053, 0.071, 0.077, 0.094, 0.119, 0.113, -0.049, 0.092, 0.082, 0.087, 0.126, 0.099, 0.122, 0.085, 0.112, -0.206, 0.074, 0.067, -0.267, -0.126, 0.090, 0.065, 0.037, 0.077, 0.076, 0.103, 0.066, 0.076, 0.117, 0.053, 0.082, 0.114, -0.049, 0.062, -0.228, 0.086, -0.227, 0.096, 0.097, 0.081, 0.068, 0.084, 0.109, 0.083, -0.024, 0.088, -0.122, 0.070, -0.213, 0.094, 0.090, -0.390, 0.117, 0.056, 0.056, 0.090, 0.112, 0.064, -0.423, -0.050, 0.085, -0.166, 0.121, 0.091, 0.059, -0.369]
}